a | Density functional theory data (ωB97M-V/def2-TZVPD) for an isolated molecule of C5H11NOS.

Computed properties:
**E_HOMO**: -9.35 eV
**LUMO**: 0.63 eV

```
! wB97M-V def2-TZVPD RIJCOSX def2/J DEFGRID3
* xyz 0 1
O -2.195 -0.472 1.225
C -1.223 -0.495 0.497
N 0.024 -0.722 1.000
C 1.228 -1.078 0.243
C 1.898 0.048 -0.529
S 1.965 1.643 0.342
C -1.307 -0.227 -1.000
C -2.744 -0.359 -1.518
H 0.034 -1.017 1.964
H 1.006 -1.943 -0.391
H 1.925 -1.458 0.993
H 1.470 0.262 -1.492
H 2.927 -0.255 -0.714
H 3.054 1.392 1.078
H -0.997 0.818 -1.077
H -0.581 -0.796 -1.578
H -3.434 -0.261 -0.683
H -2.972 0.449 -2.207
H -2.899 -1.259 -2.089
*
```



b | Density functional theory data (ωB97M-V/def2-TZVPD) for an isolated molecule of C5H11NOS.

Computed properties:
**E_HOMO**: -9.24 eV
**LUMO**: 0.73 eV

```
! wB97M-V def2-TZVPD RIJCOSX def2/J DEFGRID3
* xyz 0 1
C 0.504 0.184 -0.671
C -0.011 1.557 -0.978
C 1.060 1.389 0.003
C -0.269 -0.813 0.140
C -1.382 -0.121 0.896
H 0.751 -0.852 -2.439
H 2.040 -1.002 -1.412
H -0.966 1.989 -0.650
H 0.218 1.933 -1.967
H 2.050 1.792 -0.214
H 0.872 1.580 1.072
H -0.724 -1.566 -0.497
H 0.141 -2.699 1.278
H -0.978 0.706 1.452
H -2.187 0.113 0.162
H -1.379 -1.103 2.521
N 1.283 -0.402 -1.723
O -1.984 -1.019 1.796
S 0.961 -1.666 1.233
*
```



c | Density functional theory data (ωB97M-V/def2-TZVPD) for an isolated molecule of C5H11NOS.

Computed properties:
**E_HOMO**: -8.03 eV
**LUMO**: 0.59 eV

```
! wB97M-V def2-TZVPD RIJCOSX def2/J DEFGRID3
* xyz 0 1
C -2.078 1.484 0.447
C -0.855 1.510 -0.468
C -0.156 -0.822 0.159
C 1.103 -1.684 0.450
C 2.209 -1.426 -0.588
H -1.891 1.701 1.488
H -2.887 2.148 0.082
H -2.512 0.482 0.426
H -0.450 2.515 -0.725
H -1.192 1.043 -1.386
H 0.494 1.059 0.863
H -0.616 -1.006 -0.797
H -0.899 -1.047 0.914
H 0.813 -2.738 0.545
H 1.485 -1.334 1.447
H 1.606 0.371 -0.805
N 0.251 0.627 -0.004
O 2.437 -0.204 -0.985
S 3.140 -2.679 -1.064
*
```



Short version: b is the least stable of them.



a | Density functional theory data (ωB97M-V/def2-TZVPD) for a cluster of 2 separate species, C5H9NO4 in total.

Computed properties:
**E_HOMO**: -10.31 eV
**LUMO**: 0.37 eV

```
! wB97M-V def2-TZVPD RIJCOSX def2/J DEFGRID3
* xyz 0 1
O -0.134 1.692 2.143
C 0.058 0.651 1.231
C -0.936 -0.463 1.450
O -2.182 -0.349 0.767
C -1.256 -1.327 0.321
C -0.590 -1.086 -1.012
N -0.232 0.313 -1.201
C -0.009 1.200 -0.194
O 0.006 2.416 -0.373
H -0.259 2.497 1.618
H 1.067 0.210 1.354
H -0.998 -0.849 2.471
H -1.545 -2.366 0.505
H 0.298 -1.735 -1.068
H -1.263 -1.380 -1.827
H -0.515 0.737 -2.078
H 2.203 0.021 -1.873
O 3.084 0.238 -1.461
H 3.203 -0.422 -0.771
*
```



b | Density functional theory data (ωB97M-V/def2-TZVPD) for a cluster of 2 separate species, C5H9NO4 in total.

Computed properties:
**E_HOMO**: -8.84 eV
**LUMO**: -0.76 eV

```
! wB97M-V def2-TZVPD RIJCOSX def2/J DEFGRID3
* xyz 0 1
C -0.783 1.128 -0.064
C -0.584 0.399 -1.341
C 0.181 2.073 2.019
C 0.385 1.124 0.879
C 0.572 -2.910 -0.098
N 0.329 -2.901 -1.399
O -1.814 -0.086 -1.728
O -1.856 1.642 0.217
O 0.406 0.028 -1.881
O 1.546 -2.074 0.182
H -0.501 2.834 1.837
H 1.022 2.538 2.402
H -0.242 1.641 2.917
H 1.327 1.511 0.390
H 0.526 0.069 1.263
H 0.699 -2.238 -2.080
H -2.563 0.293 -1.076
H -0.472 -3.466 -1.738
H 1.822 -1.605 -0.703
*
```



Short version: b is the least stable of them.



a | Density functional theory data (ωB97M-V/def2-TZVPD) for an isolated molecule of C7H8.

Computed properties:
**E_HOMO**: -8.06 eV
**LUMO**: 0.95 eV

```
! wB97M-V def2-TZVPD RIJCOSX def2/J DEFGRID3
* xyz 0 1
C -1.006 1.165 -0.922
C -1.310 0.076 -0.318
C 1.522 0.009 -0.135
C 2.396 -0.798 -0.654
C 1.089 0.963 0.957
C 0.009 0.534 -0.033
C -2.263 -0.878 0.188
H -1.127 2.038 -1.634
H 2.204 -1.490 -1.465
H 3.448 -0.810 -0.184
H 1.202 0.424 1.979
H 1.338 2.092 1.137
H -1.631 -1.793 0.603
H -2.970 -1.143 -0.575
H -2.901 -0.390 1.055
*
```



b | Density functional theory data (ωB97M-V/def2-TZVPD) for an isolated molecule of C7H8.

Computed properties:
**E_HOMO**: -9.22 eV
**LUMO**: 0.94 eV

```
! wB97M-V def2-TZVPD RIJCOSX def2/J DEFGRID3
* xyz 0 1
C 1.075 -2.148 0.155
C 1.678 -3.206 0.469
C -0.351 1.677 -0.504
C -1.259 1.088 0.604
C 0.589 0.575 -1.033
C -0.788 -0.438 0.686
C 0.192 -0.599 -0.149
H 2.123 -4.024 0.904
H -1.090 2.179 -1.265
H 0.337 2.318 0.016
H -0.936 1.514 1.647
H -2.301 1.251 0.299
H 0.269 0.375 -2.121
H 1.757 0.574 -1.012
H -1.297 -1.136 1.303
*
```



Short version: a is the least stable of them.



a | Density functional theory data (ωB97M-V/def2-TZVPD) for an isolated molecule of C7H8.

Computed properties:
**E_HOMO**: -8.44 eV
**LUMO**: -0.30 eV

```
! wB97M-V def2-TZVPD RIJCOSX def2/J DEFGRID3
* xyz 0 1
C 0.317 1.325 0.869
C 0.170 0.182 -0.105
C -0.943 0.006 -1.040
C -0.937 -0.903 0.222
C -1.996 -0.590 1.128
C 1.443 -0.323 -0.608
C 2.501 -0.591 -1.120
H 0.753 2.205 0.391
H -0.654 1.560 1.298
H 0.982 1.003 1.675
H -0.423 -1.853 0.172
H -1.711 0.770 -1.060
H -0.749 -0.495 -1.981
H -2.199 -1.495 1.741
H 3.446 -0.803 -1.580
*
```



b | Density functional theory data (ωB97M-V/def2-TZVPD) for an isolated molecule of C7H8.

Computed properties:
**E_HOMO**: -9.93 eV
**LUMO**: 0.97 eV

```
! wB97M-V def2-TZVPD RIJCOSX def2/J DEFGRID3
* xyz 0 1
C -0.375 -1.397 -0.143
C -0.172 0.051 0.573
C 0.494 1.222 -0.208
C 1.913 0.960 -0.453
C 3.074 0.691 -0.625
C -1.621 0.277 0.761
C -2.761 -0.091 0.607
H -1.017 -1.148 -0.990
H 0.344 -2.141 -0.526
H -0.958 -1.929 0.613
H 0.333 0.004 1.552
H -0.033 1.384 -1.154
H 0.406 2.180 0.337
H 4.099 0.450 -0.792
H -3.727 -0.512 0.445
*
```



Short version: a is the least stable of them.



a | Density functional theory data (ωB97M-V/def2-TZVPD) for an isolated molecule of C7H8.

Computed properties:
**E_HOMO**: -9.00 eV
**LUMO**: 1.13 eV

```
! wB97M-V def2-TZVPD RIJCOSX def2/J DEFGRID3
* xyz 0 1
C 1.696 0.300 -1.395
C 0.409 0.896 0.693
C 0.568 0.083 -0.405
C -0.383 -0.905 -0.691
C -1.435 -1.141 0.173
C -1.578 -0.302 1.275
C -0.700 0.724 1.511
H 1.450 1.241 -1.901
H 1.768 -0.523 -2.100
H 2.630 0.481 -0.862
H 1.070 1.733 0.889
H -0.182 -1.550 -1.531
H -2.081 -1.998 0.063
H -2.383 -0.463 1.960
H -0.850 1.426 2.320
*
```



b | Density functional theory data (ωB97M-V/def2-TZVPD) for an isolated molecule of C7H8.

Computed properties:
**E_HOMO (spin up / spin down)**: -7.58 / -8.64 eV
**LUMO (spin up / spin down)**: -0.46 / -0.73 eV

```
! wB97M-V def2-TZVPD RIJCOSX def2/J DEFGRID3
* xyz 0 1
C 0.338 -1.165 -0.203
C 1.624 -0.354 -0.258
C -0.853 -0.390 -0.101
C -2.049 -0.972 0.179
C 1.088 1.019 0.011
C -0.422 1.073 -0.174
C 2.825 -0.678 0.231
H 0.347 -2.215 0.025
H -1.970 -2.102 0.464
H -3.071 -0.457 0.101
H 1.313 1.243 1.052
H 1.632 1.692 -0.598
H -0.689 1.427 -1.186
H -0.862 1.852 0.572
H 3.415 -1.559 -0.057
*
```



Short version: b is the least stable of them.